Entry 1:
{"formula": "C15H23NO8S2", "method": "ωB97M-V/def2-TZVPD", "charge": 0, "homo_energy_ev": -9.93, "smiles": "COC[C@@H]1[C@H](N=C=S)CCOS1(=O)=O.O=C1CCCO1.O=C1CCCO1", "species": ["C", "O", "C", "C", "C", "N", "C", "S", "C", "C", "O", "S", "O", "O", "H", "H", "H", "H", "H", "H", "H", "H", "H", "H", "H", "O", "C", "C", "C", "C", "O", "H", "H", "H", "H", "H", "H", "O", "C", "C", "C", "C", "O", "H", "H", "H", "H", "H", "H"], "xyz": [[2.11, -0.88, 1.05], [1.12, -1.10, 0.05], [0.16, -0.08, -0.03], [-0.87, -0.12, 1.11], [-1.82, -1.34, 1.15], [-1.12, -2.61, 0.91], [-0.84, -3.31, 1.84], [-0.48, -4.25, 3.02], [-2.99, -1.17, 0.20], [-3.85, -0.05, 0.74], [-3.19, 1.20, 0.44], [-1.80, 1.44, 1.16], [-2.02, 1.73, 2.54], [-1.13, 2.41, 0.34], [2.59, 0.09, 0.91], [1.71, -0.99, 2.06], [2.86, -1.65, 0.92], [-0.31, -0.14, -1.01], [0.65, 0.89, 0.01], [-0.34, -0.11, 2.06], [-2.24, -1.37, 2.16], [-3.56, -2.09, 0.12], [-2.65, -0.89, -0.79], [-4.81, -0.01, 0.24], [-4.02, -0.13, 1.81], [4.52, -3.09, -0.87], [3.73, -3.95, -0.62], [2.34, -4.14, -1.21], [1.69, -5.11, -0.23], [2.90, -5.88, 0.29], [3.99, -4.94, 0.26], [2.44, -4.57, -2.21], [1.82, -3.19, -1.27], [0.93, -5.75, -0.67], [1.24, -4.56, 0.59], [3.16, -6.73, -0.34], [2.78, -6.24, 1.32], [1.61, 7.67, -2.05], [0.76, 6.88, -1.75], [-0.60, 6.68, -2.39], [-1.35, 5.85, -1.35], [-0.21, 5.10, -0.67], [0.92, 5.99, -0.74], [-0.46, 6.13, -3.33], [-1.06, 7.64, -2.60], [-2.11, 5.19, -1.76], [-1.83, 6.52, -0.63], [0.04, 4.17, -1.19], [-0.41, 4.87, 0.37]], "lowdin_charge": [-0.07, -0.19, -0.20, -0.23, -0.30, 0.11, -0.81, 0.77, -0.12, -0.18, -0.21, 0.66, -0.25, -0.26, 0.10, 0.09, 0.08, 0.14, 0.12, 0.13, 0.15, 0.13, 0.13, 0.13, 0.13, 0.12, -0.50, -0.07, -0.15, -0.15, 0.02, 0.13, 0.11, 0.12, 0.07, 0.13, 0.12, 0.12, -0.50, -0.08, -0.15, -0.17, 0.03, 0.13, 0.12, 0.11, 0.12, 0.12, 0.11]}

=====

Entry 2:
{"formula": "C15H24BrCl16IN2P", "method": "ωB97M-V/def2-TZVPD", "charge": 1, "homo_energy_ev": -11.63, "species": ["C", "C", "C", "Br", "C", "Cl", "C", "N", "C", "C", "C", "I", "C", "P", "N", "C", "H", "H", "H", "H", "H", "H", "H", "H", "H", "H", "H", "H", "H", "H", "H", "H", "H", "H", "H", "C", "Cl", "Cl", "Cl", "H", "C", "Cl", "Cl", "Cl", "H", "C", "Cl", "Cl", "Cl", "H", "C", "Cl", "Cl", "Cl", "H", "C", "Cl", "Cl", "Cl", "H"], "xyz": [[5.11, -1.79, -1.71], [4.30, -2.35, -0.49], [2.76, -2.03, -0.51], [2.48, -0.24, 0.28], [2.07, -2.19, -1.90], [2.63, -3.68, -2.80], [0.51, -2.50, -1.84], [-0.26, -1.50, -2.16], [-1.72, -1.74, -2.13], [-2.52, -0.58, -1.44], [-2.26, -0.43, 0.10], [-4.04, 0.51, 0.97], [0.52, -0.28, -2.48], [-0.18, 1.03, -3.64], [0.96, 1.48, -4.68], [1.94, -0.87, -2.79], [5.31, -2.66, -2.39], [4.58, -1.02, -2.30], [6.12, -1.40, -1.44], [4.70, -1.83, 0.42], [4.49, -3.43, -0.31], [2.28, -2.75, 0.20], [0.04, -3.46, -1.57], [-1.98, -2.68, -1.59], [-2.10, -1.87, -3.18], [-3.61, -0.81, -1.59], [-2.34, 0.42, -1.92], [-1.42, 0.27, 0.29], [-2.07, -1.38, 0.63], [0.50, 0.25, -1.48], [-0.47, 2.19, -2.85], [-1.32, 0.58, -4.38], [0.65, 1.32, -5.64], [2.06, -1.27, -3.82], [2.71, -0.10, -2.58], [1.60, 2.48, 2.75], [2.59, 3.53, 3.75], [-0.01, 2.26, 3.46], [1.47, 3.13, 1.10], [2.08, 1.51, 2.69], [-1.40, 5.32, -2.85], [-0.18, 4.42, -1.94], [-1.94, 4.36, -4.24], [-2.76, 5.74, -1.81], [-0.96, 6.23, -3.22], [0.57, -1.78, 4.82], [1.57, -1.20, 3.48], [0.47, -3.54, 4.80], [1.19, -1.20, 6.36], [-0.43, -1.38, 4.68], [-6.14, 2.35, -2.36], [-4.47, 2.76, -2.79], [-6.95, 3.73, -1.62], [-7.03, 1.79, -3.78], [-6.11, 1.54, -1.63], [-0.72, -1.13, 10.30], [0.96, -0.83, 9.84], [-1.42, 0.29, 11.07], [-1.67, -1.62, 8.89], [-0.73, -1.95, 11.01]], "lowdin_charge": [-0.10, -0.29, -0.62, 0.79, -0.69, 0.74, 0.00, -0.04, -0.12, -0.30, -0.60, 0.78, -0.36, 0.76, -0.30, -0.15, 0.07, 0.06, 0.09, 0.09, 0.12, 0.11, 0.16, 0.14, 0.15, 0.09, 0.07, 0.04, 0.05, 0.08, -0.07, 0.03, -0.03, 0.12, 0.10, -1.57, 0.56, 0.52, 0.48, -0.06, -1.50, 0.53, 0.51, 0.54, 0.02, -1.53, 0.49, 0.53, 0.53, 0.01, -1.55, 0.46, 0.54, 0.54, -0.02, -1.54, 0.50, 0.53, 0.50, 0.01]}

=====

The records above give, respectively, E values of -55467.564 -306706.077 eV.